Below is a cluster of 13 separate species, C14H54N18O13 in total at a distorted geometry, with properties calculated with the ωB97M-V functional and the def2-TZVPD basis.

Geometry as ORCA input:
```
! wB97M-V def2-TZVPD RIJCOSX def2/J DEFGRID3
* xyz 0 1
C -2.407 -2.442 -3.744
C -3.053 -1.029 -3.535
O -3.809 -0.731 -4.675
H -1.773 -2.415 -4.699
H -3.188 -3.151 -3.919
H -1.889 -2.862 -2.931
H -2.270 -0.313 -3.344
H -3.614 -0.981 -2.618
H -3.112 -0.599 -5.349
C -0.538 -0.720 -0.654
O -0.208 -1.100 -1.936
N -1.443 -1.254 0.090
N 0.198 0.130 0.018
H -2.059 -2.039 -0.205
H -1.385 -1.094 1.075
H 1.057 0.477 -0.473
H -0.158 0.703 0.803
C 4.042 1.571 0.306
O 2.846 0.873 0.152
N 4.901 1.609 -0.604
N 4.286 2.251 1.347
H 4.577 1.177 -1.531
H 5.827 2.117 -0.646
H 3.735 2.305 2.175
H 5.043 2.897 1.262
C -0.238 -1.376 3.805
O -1.079 -1.289 2.714
N 1.030 -1.544 3.741
N -0.731 -1.479 4.955
H 1.283 -1.875 2.771
H 1.742 -1.683 4.548
H -1.702 -1.749 5.098
H -0.085 -1.397 5.778
C 1.885 -3.972 -3.150
O 1.972 -5.352 -2.829
N 0.911 -3.528 -3.847
N 2.857 -3.184 -3.031
H 0.086 -4.119 -3.891
H 0.843 -2.561 -4.197
H 3.620 -3.490 -2.396
H 2.734 -2.155 -3.046
C -1.302 2.986 2.251
O -2.588 3.412 2.024
N -0.443 3.856 2.599
N -0.861 1.799 2.038
H -0.837 4.828 2.678
H 0.428 3.528 3.079
H -1.649 1.255 1.694
H 0.097 1.459 2.363
C 1.734 -3.102 0.868
O 2.667 -4.057 0.998
N 1.852 -1.799 1.192
N 0.505 -3.389 0.652
H 2.770 -1.563 1.571
H 1.350 -0.969 0.818
H 0.174 -4.363 0.353
H -0.140 -2.641 0.541
C 2.651 0.430 -2.892
O 1.926 1.522 -3.298
N 3.900 0.433 -3.104
N 2.310 -0.626 -2.217
H 4.096 1.208 -3.743
H 4.399 -0.440 -3.322
H 1.268 -0.863 -2.125
H 2.901 -1.209 -1.646
C -4.177 0.938 0.283
O -4.309 0.673 -1.060
N -3.255 0.372 1.034
N -4.930 1.791 0.870
H -2.717 -0.305 0.539
H -3.297 0.493 2.084
H -5.587 2.229 0.262
H -4.996 2.009 1.834
C 1.936 1.581 3.714
O 1.649 1.281 5.023
N 2.376 2.725 3.338
N 1.578 0.828 2.733
H 2.326 3.155 2.407
H 2.540 3.386 4.152
H 1.339 -0.096 3.156
H 2.046 0.840 1.839
C 1.658 3.488 -0.601
O 1.655 3.709 0.810
H 2.604 3.380 -1.108
H 1.115 4.308 -1.119
H 1.081 2.542 -0.703
H 0.771 3.641 1.242
C -4.686 -2.377 1.027
O -4.052 -2.480 -0.253
H -5.205 -3.239 1.337
H -5.321 -1.479 1.177
H -3.995 -2.222 1.867
H -4.765 -2.318 -0.862
C -1.551 2.605 -1.900
O -2.651 2.280 -2.728
H -0.729 3.181 -2.384
H -1.225 1.629 -1.481
H -1.862 3.283 -1.133
H -3.286 1.813 -2.142
*
```

Values from the calculation:
Largest force on an atom = 10.8 eV Å⁻¹
LUMO = -0.00998 Ha
Relative energy (zero: lowest compared OMol25 entry of this formula, charge and spin) = 78.91 kJ/mol
Electronic energy = -2529.45041 Eh



Below is a cluster of 15 separate species, C14H58O22 in total at a distorted geometry, with properties calculated with the ωB97M-V functional and the def2-TZVPD basis.

Geometry as ORCA input:
```
! wB97M-V def2-TZVPD RIJCOSX def2/J DEFGRID3
* xyz 0 1
O -3.170 3.085 -0.473
H -3.223 2.535 0.322
H -2.844 2.384 -1.112
O 2.363 -2.999 -1.196
H 2.422 -3.718 -1.810
H 2.856 -2.332 -1.635
O 2.928 -0.088 2.243
H 2.056 -0.013 1.914
H 3.268 0.794 2.233
O -0.561 -3.778 -3.309
H 0.185 -4.391 -3.079
H -0.760 -3.192 -2.589
O 1.349 -2.787 1.333
H 1.784 -2.915 0.469
H 1.841 -3.333 1.939
O -2.500 0.944 -2.213
H -3.236 0.680 -2.727
H -1.931 1.378 -2.790
O 1.267 2.726 3.490
H 2.045 2.249 3.717
H 0.707 2.671 4.277
O -0.781 2.351 -3.556
H -1.188 3.132 -3.954
H 0.148 2.491 -3.407
C 5.925 0.458 -1.587
C 4.766 0.801 -0.648
O 3.762 -0.165 -0.712
O 7.051 1.125 -1.158
H 5.683 0.870 -2.558
H 6.064 -0.604 -1.722
H 4.233 1.777 -0.805
H 5.106 0.919 0.334
H 3.526 -0.415 0.181
H 7.765 0.659 -1.391
C 1.884 3.761 0.363
C 0.388 3.796 -0.061
O -0.582 3.457 0.985
O 2.676 4.290 -0.723
H 2.016 2.706 0.464
H 2.200 4.133 1.342
H 0.077 3.280 -0.972
H 0.242 4.896 -0.223
H -1.478 3.521 0.664
H 3.575 4.335 -0.306
C -0.289 -0.039 0.354
C 0.432 -0.263 -1.033
O -0.553 -1.068 -1.752
O 0.480 0.864 1.078
H -0.399 -0.956 0.923
H -1.234 0.336 0.239
H 1.446 -0.727 -0.861
H 0.402 0.702 -1.505
H -1.365 -0.687 -1.496
H 0.162 1.736 1.255
C -1.648 -3.920 -0.331
C -3.015 -3.505 -0.420
O -3.072 -2.121 -0.660
O -1.289 -3.388 1.006
H -0.983 -3.630 -1.062
H -1.612 -4.991 -0.313
H -3.549 -3.844 0.404
H -3.560 -4.042 -1.199
H -2.626 -1.784 0.092
H -0.324 -3.288 1.003
C -0.603 -2.920 5.403
C -1.147 -1.553 5.062
O -1.229 -1.287 3.659
O 0.515 -3.094 4.587
H -1.313 -3.749 5.335
H -0.314 -2.857 6.464
H -0.614 -0.798 5.551
H -2.165 -1.357 5.378
H -0.569 -1.862 3.240
H 1.238 -2.846 5.226
C -0.226 -1.165 -5.359
C 1.031 -0.920 -4.437
O 2.197 -0.951 -5.236
O -1.338 -1.204 -4.543
H -0.101 -2.076 -5.938
H -0.254 -0.481 -6.134
H 1.181 -1.718 -3.652
H 0.965 0.009 -3.863
H 2.199 -1.873 -5.533
H -1.067 -1.715 -3.767
C -4.813 3.482 2.042
C -4.092 2.307 2.599
O -3.238 1.635 1.708
O -5.779 3.709 2.949
H -5.403 3.200 1.183
H -4.131 4.235 1.917
H -4.925 1.605 2.802
H -3.696 2.460 3.615
H -3.061 0.754 1.983
H -6.533 4.198 2.525
*
```

Values from the calculation:
Largest force on an atom = 5.2 eV Å⁻¹
LUMO = 0.00144 Ha
Relative energy (zero: lowest compared OMol25 entry of this formula, charge and spin) = 388.44 kJ/mol
Electronic energy = -2223.24321 Eh